Below is C4H9NO in the gas phase, with properties calculated with ωB97M-V with the def2-TZVPD basis set.

Geometry as XYZ:
```
15
Properties=species:S:1:pos:R:3:forces:R:3:nbo_charge:R:1
C -2.6560 -0.2955 0.0469 0.0065 0.0126 0.0055 -0.622
C -1.1504 -0.3894 -0.1127 -0.0688 -0.3061 -0.1036 -0.071
O -0.5759 0.7920 0.4215 0.1910 -0.0161 0.1165 -0.488
C 0.7595 0.9604 0.2912 0.4415 -0.2482 -0.0304 0.303
N 1.6161 0.0712 -0.1335 0.0325 0.1289 0.9761 -0.533
C 3.0138 0.0417 -0.1064 0.7534 0.5308 -0.1414 -0.569
H -2.9295 -0.1904 1.1007 0.0692 -0.0187 -0.1334 0.217
H -3.0518 0.5661 -0.4986 0.0882 -0.1101 0.0643 0.217
H -3.1333 -1.1997 -0.3442 0.0994 0.1176 0.0478 0.217
H -0.7542 -1.2632 0.4228 -0.0711 0.0619 -0.0508 0.166
H -0.8637 -0.4869 -1.1690 -0.0208 0.0226 0.1138 0.179
H 1.0994 1.9266 0.6505 0.0020 -0.0808 -0.2854 0.174
H 3.4160 -0.5303 -0.9372 0.0078 -0.0092 0.2747 0.182
H 1.6757 -0.9251 0.1354 -1.6219 -0.4055 -0.6258 0.462
H 3.5343 0.9225 0.2328 0.0909 0.3201 -0.2280 0.167
```
Positions in Å, forces in eV/Å.

The calculation puts the relative energy (zero: lowest compared OMol25 entry of this formula, charge and spin) at 457.9 kJ/mol. The calculation puts the total energy at -7827.5744 eV. The calculation puts the HOMO-LUMO gap (alpha / beta) at 7.269 / 7.283 eV. The calculation puts the HOMO energy (alpha / beta) at -6.35 / -6.37 eV.

=====

Below is a molecular structure, HLiO2Rb, with properties calculated with ωB97M-V with the def2-TZVPD basis set.

Geometry as XYZ:
```
5
Properties=species:S:1:pos:R:3:forces:R:3:nbo_charge:R:1
O 0.3510 0.3449 -0.1509 3.0503 15.4666 3.2835 -0.511
O 0.1215 -0.7473 -0.3738 -3.4883 -15.3187 -2.9483 -0.446
Li -0.9773 1.1040 0.9647 0.3008 -0.1652 -0.2509 0.402
Rb -2.1277 -2.1362 0.6662 0.1445 0.0222 -0.0876 0.575
H 2.6325 1.4346 -1.1062 -0.0073 -0.0048 0.0033 -0.019
```
Positions in Å, forces in eV/Å.

As for the expectation value of S²: 1.756. The calculation puts the total energy at -4963.0286 eV. Its multiplicity is 2. The calculation puts the HOMO-LUMO gap (alpha / beta) at 3.727 / 5.924 eV. The calculation puts the HOMO energy (alpha / beta) at -4.16 / -6.33 eV.